(1)
Density functional theory data (wB97M-V/def2-TZVPD) for a structure of composition C31H32BrN4O2RuSi.

XYZ file:
```
72
Properties=species:S:1:pos:R:3:forces:R:3
Ru 0.653 0.601 0.590 0.0426 -0.5566 -0.1755
O 1.221 -5.413 0.108 -0.0157 0.0342 0.0209
C 2.008 -4.592 0.872 0.0436 -0.0127 0.0198
C 3.276 -4.980 1.285 -0.0121 -0.0140 -0.0158
C 4.054 -4.113 2.037 0.0044 0.0147 0.0068
C 3.566 -2.863 2.389 0.0038 -0.0114 -0.0002
C 2.295 -2.492 1.979 -0.0350 0.0206 0.0094
C 1.503 -3.338 1.210 0.0006 0.0510 0.0013
C 0.148 -2.892 0.684 0.1036 0.0646 0.0970
O 0.276 -2.109 -0.464 0.0043 -0.0098 -0.0090
N -0.603 -2.109 1.689 -0.0545 -0.0047 -0.1436
N -0.536 -0.758 1.587 0.0344 0.2413 0.1978
C -0.799 0.054 2.561 0.0124 0.0900 0.0128
C -0.380 1.373 2.132 -0.0207 0.0528 -0.1001
Br 2.696 1.242 1.897 0.2310 -0.0167 0.0875
C -0.576 2.552 2.713 -0.0754 -0.0146 0.0351
C -1.490 2.791 3.843 -0.0181 -0.0022 0.0092
C -1.162 3.752 4.803 -0.0007 -0.0167 0.0098
C -1.986 3.979 5.894 0.0198 0.0068 -0.0105
C -3.164 3.258 6.043 -0.0101 0.0077 0.0094
C -3.517 2.319 5.085 0.0081 -0.0129 -0.0338
C -2.692 2.094 3.990 0.0235 0.0179 0.0153
H 1.691 -6.236 -0.062 0.0064 -0.0122 -0.0031
H 3.654 -5.959 1.010 -0.0111 0.0249 0.0065
H 5.044 -4.421 2.350 -0.0219 0.0033 -0.0050
H 4.165 -2.176 2.972 -0.0176 -0.0107 -0.0213
H 1.927 -1.510 2.255 0.0395 -0.0311 -0.0251
H -0.458 -3.775 0.477 -0.0312 -0.0189 0.0134
H -0.417 -2.430 2.632 0.0066 -0.0436 0.0686
H -1.048 -0.260 3.577 -0.0696 -0.0937 -0.0250
H -0.004 3.403 2.358 -0.0015 0.0210 -0.0105
H -0.240 4.312 4.693 -0.0141 -0.0040 0.0026
H -1.708 4.721 6.632 -0.0040 -0.0122 -0.0166
H -3.811 3.440 6.892 0.0206 -0.0075 -0.0215
H -4.447 1.773 5.178 0.0230 0.0102 -0.0058
H -3.000 1.397 3.220 0.0073 0.0002 0.0031
C 5.409 -0.127 -2.573 0.0217 -0.0120 -0.0025
C 4.793 0.940 -3.216 -0.0386 0.0383 -0.0151
C 3.550 1.388 -2.801 0.0011 -0.0267 0.0786
C 2.927 0.766 -1.721 0.0896 0.0331 -0.0468
C 3.541 -0.294 -1.072 -0.0088 -0.0172 -0.0300
C 4.779 -0.745 -1.505 -0.0257 -0.0171 0.0280
N 1.619 1.143 -1.277 0.0955 0.1132 0.2504
N 0.940 1.796 -2.099 -0.1875 0.0602 -0.2468
C -0.382 1.962 -1.711 0.0115 0.0269 0.0468
C -1.232 2.654 -2.578 -0.0090 0.0015 -0.0149
C -2.576 2.724 -2.283 -0.0165 -0.0047 0.0125
C -3.051 2.094 -1.129 -0.0030 0.0112 -0.0258
C -2.197 1.426 -0.268 -0.0149 -0.0292 0.0012
C -0.825 1.339 -0.524 -0.0816 0.0212 -0.0773
H 6.381 -0.470 -2.905 -0.0190 0.0035 0.0074
H 5.285 1.428 -4.048 -0.0106 0.0013 0.0096
H 3.060 2.211 -3.298 -0.0159 0.0179 -0.0052
H 3.053 -0.765 -0.229 -0.0157 -0.0195 0.0443
H 5.249 -1.577 -0.998 0.0002 0.0043 0.0020
H -0.817 3.109 -3.468 -0.0114 -0.0103 0.0185
H -3.257 3.251 -2.938 0.0062 -0.0049 0.0046
H -4.111 2.132 -0.901 0.0192 0.0022 -0.0066
H -2.609 0.960 0.619 0.0059 0.0078 -0.0029
C 2.028 -3.364 -2.422 0.0262 0.0123 -0.0203
Si 0.310 -2.724 -2.035 -0.0095 -0.0471 -0.0278
C -0.167 -1.296 -3.123 -0.0229 0.0299 -0.0105
C -0.950 -4.095 -2.161 -0.0347 -0.0021 -0.0088
H 2.585 -2.657 -3.042 -0.0181 -0.0073 0.0272
H 1.985 -4.321 -2.949 -0.0054 0.0409 0.0080
H 2.601 -3.512 -1.504 -0.0096 -0.0051 -0.0402
H -0.585 -1.666 -4.064 0.0534 0.0106 0.0276
H 0.684 -0.655 -3.364 -0.0339 -0.0090 0.0251
H -0.932 -0.683 -2.638 0.0184 -0.0173 -0.0260
H -1.021 -4.419 -3.204 -0.0009 0.0140 0.0439
H -1.943 -3.755 -1.852 0.0303 -0.0058 -0.0141
H -0.676 -4.965 -1.561 -0.0084 0.0296 -0.0182
```
Forces are in eV/Å.

## Properties
ΔE to the lowest compared entry with this formula, charge and spin: 6.7 kcal per mole
⟨S²⟩: 0.760
2S+1: 2



(2)
Density functional theory data (wB97M-V/def2-TZVPD) for the ion C6H14N4 with charge +2 in a non-equilibrium geometry.

XYZ file:
```
24
Properties=species:S:1:pos:R:3:forces:R:3
C -0.976 -1.306 -0.224 1.9870 2.2463 -0.0547
C -1.738 0.745 -0.138 -6.5248 -2.1593 3.7549
C 0.111 -0.256 -0.749 -1.2232 -3.6525 1.9461
C 2.230 1.234 -0.745 1.5474 -3.8018 -0.6766
C 1.478 -0.275 1.429 1.3068 0.8462 1.0347
C 1.566 -0.160 -0.117 3.7386 1.2269 0.0390
N -2.001 -0.563 0.259 2.0156 3.5123 -1.8693
N -0.545 0.929 -0.636 0.5111 -2.0041 -0.7418
N -2.708 1.610 0.064 0.6820 2.3383 -0.6513
N -0.908 -2.627 -0.226 0.1538 -2.0143 0.2917
H 0.193 -0.643 -1.735 1.4015 0.0009 -2.0375
H 3.341 1.080 -0.564 -1.2172 0.1738 -0.2672
H 2.010 2.119 -0.227 -0.8517 1.2550 0.6710
H 2.138 1.284 -1.876 -0.1450 0.0604 1.3981
H 1.064 0.671 1.824 0.1262 -0.3859 0.1053
H 2.463 -0.567 2.126 -2.1590 0.8361 -2.5504
H 0.782 -1.057 1.636 -0.5718 -0.6369 0.5369
H 2.269 -0.993 -0.391 -1.1931 0.6450 -0.6143
H -2.760 -0.784 0.860 -0.7673 -0.4317 0.3889
H -0.082 1.760 -0.781 1.0817 2.7040 -0.5398
H -3.584 1.443 0.494 -0.8176 -1.0798 0.4662
H -2.680 2.587 -0.171 0.6817 0.3366 -0.2628
H 0.001 -3.075 -0.344 -0.5527 -0.1131 0.0623
H -1.663 -3.157 0.232 0.7901 0.0975 -0.4295
```
Forces are in eV/Å.

## Properties
Net charge: +2
ΔE to the lowest compared entry with this formula, charge and spin: 46.8 kcal per mole
⟨S²⟩: 2.014
2S+1: 3



(3)
Density functional theory data (wB97M-V/def2-TZVPD) for an isolated molecule of C6H13BClF2NO3 in a non-equilibrium geometry.

XYZ file:
```
27
Properties=species:S:1:pos:R:3:forces:R:3
C 3.788 -0.444 0.664 0.0241 0.0442 0.1568
N 2.406 -0.029 0.415 0.5086 -0.3858 -0.8991
C 2.358 1.292 -0.233 -0.1997 0.2111 0.4147
B 1.604 -1.010 -0.231 -0.4207 0.0309 0.2766
O 2.130 -2.235 -0.564 0.3372 0.1818 -0.1127
C 0.034 -0.762 -0.543 -0.0279 0.0490 -0.2163
F -0.118 0.051 -1.686 0.0753 0.0176 0.0156
O -0.642 -0.211 0.551 0.1313 0.0562 0.1293
C -1.295 1.033 0.416 -0.0988 0.0176 0.0660
C -2.595 0.999 -0.371 -0.0453 0.0537 -0.2090
O -3.731 0.706 0.457 0.0678 -0.1374 0.1598
C -4.184 -0.580 0.516 0.0271 -0.0332 -0.1742
F -3.209 -1.484 0.196 -0.1132 0.0943 0.0604
Cl -4.747 -0.912 2.169 -0.0009 -0.0071 0.0488
H 4.250 0.237 1.382 -0.0119 -0.0136 -0.0062
H 4.397 -0.447 -0.248 -0.0269 -0.0007 0.0087
H 3.804 -1.449 1.079 0.0133 0.0279 0.0172
H 3.245 1.855 0.059 -0.0871 0.0537 0.0749
H 2.351 1.243 -1.327 0.0385 -0.0536 0.0138
H 1.480 1.853 0.085 0.0205 0.0116 -0.0031
H 1.674 -2.670 -1.288 -0.2790 -0.2154 0.2641
H -0.476 -1.702 -0.793 -0.0112 0.0137 -0.0492
H -1.526 1.335 1.438 0.0035 0.0429 -0.0152
H -0.639 1.793 -0.016 0.0118 -0.0822 -0.0890
H -2.538 0.309 -1.212 0.0387 -0.0024 0.0280
H -2.789 1.995 -0.771 -0.0483 0.0143 0.0597
H -5.032 -0.765 -0.146 0.0736 0.0110 -0.0204
```
Forces are in eV/Å.

## Properties
Electronic energy: -1201.703958 Eh
SMILES: CN(C)B(O)[C@H](F)OCCO[C@@H](F)Cl



(4)
Density functional theory data (wB97M-V/def2-TZVPD) for a structure of composition C15H14Cl3LaO2S in a non-equilibrium geometry.

XYZ file:
```
36
Properties=species:S:1:pos:R:3:forces:R:3
La -0.131 -1.220 2.776 0.0857 0.8651 2.7203
Cl -5.826 -1.462 -1.883 0.0664 0.0374 0.0353
C -4.364 -1.011 -1.055 -0.1014 0.0624 -0.0661
C -3.575 -1.986 -0.487 0.2033 -0.2405 0.0255
C -2.414 -1.596 0.157 -0.0402 0.0233 0.0575
Cl -1.384 -2.867 0.855 -0.8443 -0.7498 -1.0398
C -1.996 -0.260 0.319 0.3058 -0.0049 0.2468
O -0.942 0.084 1.004 -0.5237 0.1068 -0.3272
C -2.838 0.678 -0.315 0.0069 0.1414 -0.1138
Cl -2.371 2.347 -0.240 -0.0654 -0.0695 0.0296
C -3.994 0.323 -0.979 -0.0255 0.1159 -0.0588
H -3.844 -3.030 -0.556 0.0050 0.0233 0.0170
H -4.609 1.088 -1.433 0.0135 -0.0161 0.0116
C 0.015 -0.575 5.040 -0.0751 -0.1425 -1.1668
H 0.254 -1.215 5.905 0.0296 0.0387 -0.0846
H -0.214 0.435 5.425 -0.0291 -0.1189 0.0048
C 0.069 2.171 -2.986 0.0285 -0.0284 0.0153
C 0.840 1.496 -1.884 -0.0116 0.0167 -0.0346
C 1.542 2.238 -0.942 0.0070 0.0304 0.0294
C 2.217 1.616 0.100 -0.1261 0.0840 -0.0307
C 2.202 0.235 0.173 -0.0479 -0.0752 -0.0315
C 1.520 -0.536 -0.762 0.0123 0.0811 -0.0530
C 0.846 0.102 -1.784 -0.0233 -0.0243 -0.0535
S 2.912 -0.537 1.595 0.0408 -0.0904 0.3146
C 4.401 -1.206 0.898 0.0373 -0.1945 -0.1897
O 2.040 -1.768 1.858 0.8651 0.2297 -0.2511
H -0.003 3.245 -2.819 0.0001 -0.0294 0.0108
H -0.942 1.769 -3.055 0.0206 0.0049 0.0250
H 0.555 2.010 -3.951 0.0084 -0.0063 0.0052
H 1.527 3.320 -0.997 0.0014 -0.0323 -0.0010
H 2.709 2.205 0.867 -0.0085 -0.0337 -0.0359
H 1.478 -1.613 -0.655 0.0118 0.0071 -0.0016
H 0.285 -0.486 -2.503 0.0265 0.0300 0.0222
H 4.119 -1.811 0.036 0.1409 -0.0172 0.0287
H 4.873 -1.809 1.673 0.0186 0.0188 -0.0518
H 5.043 -0.375 0.608 -0.0131 -0.0432 -0.0082
```
Forces are in eV/Å.

## Properties
Electronic energy: -2540.715900 Eh



(5)
Density functional theory data (wB97M-V/def2-TZVPD) for an isolated molecule of C4H5NO.

XYZ file:
```
11
Properties=species:S:1:pos:R:3:forces:R:3
C -1.313 -0.289 -0.203 0.0096 -0.0057 -0.0122
C 0.168 -0.097 0.038 -0.1870 0.2220 0.0415
C 0.602 1.115 0.801 0.3503 0.0500 0.0152
O 1.766 1.398 0.968 -0.5212 -0.0721 -0.0123
C 1.215 -0.746 -0.739 0.0166 -0.2750 0.2467
N 1.009 -1.341 0.337 0.1696 0.1442 -0.4283
H -1.793 -0.694 0.695 0.0394 0.0727 -0.1144
H -1.496 -0.987 -1.026 0.0632 0.1071 0.1393
H -1.799 0.661 -0.451 0.0892 -0.1417 0.0290
H -0.209 1.763 1.195 0.0892 -0.0593 -0.0164
H 1.852 -0.783 -1.615 -0.1188 -0.0425 0.1118
```
Forces are in eV/Å.

## Properties
SMILES: C[C@]1(C=O)C=N1
ΔE to the lowest compared entry with this formula, charge and spin: 53.1 kcal per mole



(6)
Density functional theory data (wB97M-V/def2-TZVPD) for a structure of composition C20H24B2F4LaN6O6Se3Te in a non-equilibrium geometry.

XYZ file:
```
67
Properties=species:S:1:pos:R:3:forces:R:3
La 0.018 -0.265 0.586 1.1037 2.8731 0.1593
C -3.553 -2.188 3.436 -1.0423 -0.3626 1.1022
C -2.280 -1.835 2.793 -0.8596 4.2496 -2.1000
N -2.107 -0.751 2.024 -0.4585 -2.3656 1.4008
O -3.148 0.098 1.808 -0.2857 -0.4661 1.1444
B -3.821 -0.209 0.518 -0.3161 -0.3356 0.1111
F -3.923 -1.631 0.420 -0.1460 0.2676 -0.2102
F -5.038 0.421 0.441 0.3984 -0.2124 0.2072
O -2.973 0.326 -0.563 -0.0966 1.2861 -1.4635
N -1.906 -0.399 -0.944 -0.7616 -2.1092 -0.3253
C -2.161 -1.447 -1.686 -1.7886 2.3749 0.2824
C -3.398 -1.527 -2.556 -0.2681 0.0923 1.4281
C -1.278 -2.544 -1.514 3.2770 -1.3432 0.9045
N -0.222 -2.313 -0.752 -1.3744 -1.9732 -2.0361
O 0.707 -3.322 -0.642 -0.6176 0.5571 0.3868
B 1.535 -3.123 0.590 0.1451 0.4692 -0.5599
F 2.603 -3.940 0.484 0.1795 -0.1550 0.2312
F 1.958 -1.681 0.613 0.0604 -0.8714 -0.0400
O 0.806 -3.352 1.830 -0.4371 0.2651 0.3555
N -0.143 -2.365 2.062 -0.0765 -1.1692 0.7108
C -1.179 -2.744 2.744 2.1092 -0.8975 -1.4276
C -1.388 -4.148 3.147 0.6184 -1.3103 -0.6940
C -1.625 -3.889 -2.058 0.3542 -0.7133 -1.1160
H -4.273 -1.330 3.383 0.7488 -0.8333 0.2201
H -3.393 -2.583 4.487 -0.1938 0.8080 -1.0081
H -4.002 -3.052 2.915 0.0709 0.4362 -0.0446
H -3.830 -0.538 -2.599 -0.0767 0.2766 0.0406
H -4.180 -2.176 -2.121 0.4787 0.0814 -0.2756
H -3.141 -1.819 -3.553 0.2198 -0.4875 -0.5697
H -0.495 -4.773 2.891 -0.8792 0.6618 0.3740
H -2.265 -4.575 2.626 0.3464 0.2860 0.0984
H -1.610 -4.213 4.190 -0.0629 -0.1319 0.8383
H -1.778 -3.886 -3.179 0.1133 0.1185 1.2343
H -2.543 -4.265 -1.592 -0.0465 0.2844 -0.1161
H -0.842 -4.625 -1.823 -0.1712 0.4484 -0.1215
C 0.635 2.399 4.371 0.8712 0.4857 -1.0807
C 0.651 2.422 2.820 -2.0805 -2.7828 0.3260
O 0.124 1.383 2.209 1.5979 2.8054 2.2124
C 1.258 3.500 2.185 0.9071 0.7531 -2.5273
C 1.891 3.440 0.901 0.0778 0.9014 0.5531
C 2.763 4.601 0.377 -1.5110 -0.4306 0.5568
N 1.791 2.332 0.175 -0.4348 -1.5279 -0.2343
N 2.519 2.255 -0.924 -0.5553 -0.1106 0.6801
C 2.274 1.131 -1.651 -0.8551 0.0908 -0.0122
O 1.308 0.297 -1.538 1.4806 1.2487 0.2632
C 3.265 1.013 -2.744 -0.5606 -0.9892 -0.7731
C 3.204 -0.150 -3.533 -0.0972 0.4630 -0.3010
C 4.078 -0.318 -4.593 0.6549 -0.3262 -0.1074
C 5.041 0.643 -4.929 0.0195 0.2389 0.4209
C 5.042 1.818 -4.182 0.2004 0.2585 0.5180
C 4.176 2.001 -3.088 0.7657 0.8590 -0.3618
H 1.603 2.855 4.663 -0.6237 -0.2229 0.1985
H 0.602 1.369 4.722 -0.1562 0.0510 -0.0720
H -0.180 2.988 4.800 0.0100 -0.0835 -0.2125
H 1.239 4.492 2.620 0.2737 -0.3010 0.5620
H 2.921 5.288 1.203 0.2010 0.1535 -0.0773
H 2.205 5.122 -0.421 0.2693 -0.2319 0.2319
H 3.686 4.205 -0.020 0.2014 0.0236 -0.0402
H 2.406 -0.878 -3.379 0.4078 0.1720 0.2909
H 4.076 -1.273 -5.097 -0.1119 -0.0092 -0.3062
H 5.815 0.495 -5.705 -0.7574 -0.0434 0.4068
H 5.773 2.619 -4.363 -0.3437 -0.4389 -0.1481
H 4.262 2.972 -2.558 -0.3525 -1.0097 -0.1875
Se -2.697 5.050 -1.925 -0.5165 -0.6378 0.9700
Se -0.911 6.062 -1.209 0.6770 0.6185 -0.0621
Te -2.337 6.038 1.874 0.2507 -0.1972 -0.1063
Se -3.616 4.495 0.533 -0.1749 0.1205 -0.7023
```
Forces are in eV/Å.

## Properties
Net charge: -1
ΔE to the lowest compared entry with this formula, charge and spin: 0.0 kcal per mole